[1]
This record from the Open Molecules 2025 dataset describes a 5-piece molecular cluster, C36H71N2O16PS4 overall. The level of theory is ωB97M-V/def2-TZVPD.

```
130
Properties=species:S:1:pos:R:3
C -5.0352 -0.5367 4.1825
C -3.5064 -0.1111 4.7120
O -2.8240 -1.3790 5.0026
P -1.0995 -1.2808 4.8164
O -0.5908 -0.3269 3.6648
C -0.1427 -0.8166 6.4120
C -0.7239 0.4973 7.2037
C 0.2513 1.8460 7.0544
N 0.3713 2.0819 5.5485
C 1.6725 1.6929 4.8816
C 1.8892 1.8682 3.2384
C 0.6479 2.4658 2.3508
C 0.6201 2.7030 0.7295
C -0.6966 2.1705 -0.1539
C -0.7252 2.4711 -1.7879
N 0.3592 3.1825 -2.5640
C 0.3560 3.5123 -4.0378
C -0.4604 2.4642 -4.9945
C 0.4900 1.5742 -6.0067
C 0.4879 -0.0272 -5.5474
C 2.0161 -0.4512 -5.0483
C 1.9630 -1.0283 -3.5050
O 3.2522 -0.7257 -2.8595
C 3.0710 -0.0056 -1.5886
C 1.5990 3.6474 -1.7718
C 1.8026 3.4440 -0.1584
C -0.7245 2.8919 3.2062
C -0.8355 2.6807 4.8500
O -0.5743 -2.9124 4.3475
C -0.6250 -3.0729 2.8867
C -2.0840 -2.7775 2.2010
H -4.8821 -0.8228 3.0401
H -5.2960 -1.5622 4.7293
H -5.8297 0.3035 4.3583
H -3.0455 0.5215 3.8434
H -3.7013 0.5307 5.6921
H 1.0128 -0.7031 6.1660
H -0.2123 -1.7442 7.1604
H -1.8481 0.7707 6.9314
H -0.6853 0.2367 8.3666
H -0.2448 2.8125 7.5279
H 1.2907 1.6284 7.5541
H 2.5817 1.2471 5.4983
H 2.8932 1.5804 2.7099
H -1.5599 1.6153 0.4233
H -1.7036 2.0831 -2.3513
H 1.4926 3.4820 -4.3957
H 0.0316 4.6519 -4.1790
H -1.1628 1.7138 -4.4357
H -1.1664 3.1153 -5.7026
H 1.5638 2.0103 -6.1666
H -0.0479 1.5815 -7.0727
H -0.2167 -0.2414 -4.6293
H 0.1159 -0.7400 -6.4178
H 2.7595 0.4547 -5.1369
H 2.3186 -1.3715 -5.7399
H 1.8204 -2.2112 -3.5673
H 1.0613 -0.6175 -2.8830
H 4.0441 0.6431 -1.3601
H 2.9384 -0.7564 -0.6771
H 2.1658 0.7424 -1.5698
H 2.4579 4.2159 -2.3609
H 2.7743 3.8174 0.4253
H -1.6288 3.3591 2.6275
H -1.8143 2.9836 5.4617
H 0.2327 -2.4497 2.3867
H -0.3823 -4.2212 2.6652
H -2.2822 -1.6054 2.1053
H -2.1799 -3.1966 1.0905
H -2.9623 -3.1753 2.9000
O 3.8274 0.1090 7.4317
S 3.9735 -0.5288 8.7223
O 4.5469 0.1631 9.8602
O 4.7467 -1.9508 8.5263
C 6.0275 -1.9459 7.9090
C 7.0923 -1.3899 8.8363
C 2.3993 -1.1807 9.2175
H 5.9972 -1.3920 6.9648
H 6.2739 -2.9852 7.6658
H 6.9167 -0.3333 9.0555
H 8.0853 -1.4753 8.3862
H 7.0879 -1.9239 9.7923
H 1.9638 -1.7357 8.3847
H 1.7586 -0.3365 9.4825
H 2.5402 -1.8248 10.0875
O 2.4817 -4.4302 -4.7639
S 3.3577 -5.5706 -4.6039
O 3.7982 -6.3651 -5.7340
O 2.7324 -6.5648 -3.4731
C 1.4158 -7.0659 -3.6652
C 1.3743 -8.1251 -4.7512
C 4.7981 -5.0609 -3.7017
H 0.7211 -6.2482 -3.8840
H 1.0983 -7.5144 -2.7175
H 1.6259 -7.7035 -5.7280
H 0.3770 -8.5674 -4.8272
H 2.1003 -8.9182 -4.5441
H 4.4876 -4.4886 -2.8257
H 5.4013 -4.4361 -4.3643
H 5.3659 -5.9466 -3.4108
O 1.0751 2.7356 -9.7714
S 0.6146 1.8472 -10.8165
O -0.0055 0.5703 -10.5207
O 1.8252 1.6104 -11.8825
C 3.0598 1.0945 -11.4018
C 2.9526 -0.3793 -11.0564
C -0.4749 2.7465 -11.8901
H 3.4120 1.6769 -10.5440
H 3.7971 1.2203 -12.2022
H 2.2702 -0.5428 -10.2179
H 3.9279 -0.7863 -10.7752
H 2.5619 -0.9473 -11.9072
H -0.0119 3.6991 -12.1534
H -1.4076 2.9190 -11.3482
H -0.6706 2.1458 -12.7804
O -9.4746 1.7265 1.5686
S -8.4168 2.1778 2.4467
O -8.4375 1.9141 3.8723
O -8.1752 3.7726 2.2096
C -9.2748 4.6572 2.3820
C -9.6242 4.8347 3.8480
C -6.8632 1.6048 1.8090
H -10.1408 4.3106 1.8084
H -8.9791 5.6266 1.9661
H -9.9842 3.9004 4.2872
H -10.4096 5.5852 3.9741
H -8.7427 5.1427 4.4199
H -6.8119 1.8243 0.7411
H -6.8141 0.5260 1.9737
H -6.0541 2.0984 2.3505
```

- Net charge: +2
- Frontier orbital gap: 5.7 eV
- Electronic energy: -126817.11129 eV


[2]
This record from the Open Molecules 2025 dataset describes a 4-piece molecular cluster, C26H23INO2 overall. The level of theory is ωB97M-V/def2-TZVPD.

```
53
Properties=species:S:1:pos:R:3
C -2.3563 0.0165 -1.3707
C -1.7107 0.1824 -2.3654
N -0.7062 0.1092 -3.3118
C 0.4114 0.8246 -3.1349
C 1.4456 0.7615 -4.0484
C 1.2793 -0.0798 -5.1310
C 2.4028 -0.1458 -6.1595
O 2.7630 0.8751 -6.6667
O 2.9336 -1.3334 -6.4435
C 0.1082 -0.8308 -5.2802
I -0.2361 -2.1593 -6.8766
C -0.8779 -0.7126 -4.3717
H -2.9103 -0.1132 -0.4679
H 0.4518 1.4347 -2.2451
H 2.3280 1.3513 -3.8546
H 2.6161 -2.0188 -5.8393
H -1.7887 -1.2810 -4.4666
C 5.1041 0.8428 0.9010
C 5.2874 2.1518 0.4742
C 4.3789 2.7358 -0.3971
C 3.2817 2.0107 -0.8410
C 3.1015 0.7045 -0.4097
C 4.0090 0.1158 0.4583
H 5.8147 0.3905 1.5799
H 6.1393 2.7193 0.8240
H 4.5248 3.7559 -0.7278
H 2.5570 2.4543 -1.5161
H 2.2401 0.1361 -0.7467
H 3.8639 -0.9045 0.7882
C -3.0101 -2.6952 1.5547
C -4.3896 -2.5428 1.5870
C -5.0739 -2.6896 2.7856
C -4.3762 -2.9776 3.9508
C -2.9956 -3.1243 3.9172
C -2.3126 -2.9886 2.7170
H -2.4714 -2.5855 0.6196
H -4.9332 -2.3109 0.6789
H -6.1498 -2.5782 2.8123
H -4.9090 -3.0867 4.8863
H -2.4523 -3.3451 4.8268
H -1.2367 -3.1080 2.6893
C -0.2217 2.7375 2.8111
C -1.1230 2.8981 3.8544
C -1.9166 1.8327 4.2589
C -1.8036 0.6024 3.6262
C -0.8992 0.4410 2.5847
C -0.1111 1.5090 2.1742
H 0.3953 3.5692 2.4954
H -1.2073 3.8548 4.3531
H -2.6230 1.9612 5.0686
H -2.4187 -0.2307 3.9435
H -0.8096 -0.5200 2.0919
H 0.5930 1.3837 1.3592
```

- Net charge: +1
- Frontier orbital gap: 6.0 eV
- Electronic energy: -41011.15644 eV


[3]
This record from the Open Molecules 2025 dataset describes C21H30Cl5PdSe2SiTe2 as an isolated structure. The level of theory is ωB97M-V/def2-TZVPD.

```
62
Properties=species:S:1:pos:R:3
Pd 0.0528 0.3185 0.2356
Cl 1.7069 -2.9991 -0.2391
C 2.6891 -1.5626 -0.3376
C 2.0822 -0.3116 -0.2435
C 2.9869 0.7506 -0.2134
Cl 2.3472 2.3583 0.0150
C 4.3654 0.6217 -0.3313
Cl 5.4062 1.9996 -0.3026
C 4.9123 -0.6501 -0.4719
Cl 6.6185 -0.8534 -0.6255
C 4.0667 -1.7528 -0.4628
Cl 4.7465 -3.3359 -0.5922
Se -1.4105 -1.9880 0.2435
Te -3.3430 -1.9356 1.6887
Te 0.5346 -0.4571 2.8836
Se 2.3342 0.7552 3.7654
C -2.8893 0.3808 -1.8438
Si -1.1600 1.1057 -1.7435
C -1.4057 3.0287 -1.8556
C -0.3338 3.8257 -1.1110
C -1.4190 3.5177 -3.3148
C -2.7821 3.4199 -1.2916
C -0.1844 0.3737 -3.2410
C -0.9932 0.4828 -4.5486
C 0.0197 -1.1278 -3.0138
C 1.1866 1.0229 -3.4428
H -3.4305 0.8945 -2.6460
H -3.4267 0.5354 -0.9073
H -2.8869 -0.6874 -2.0570
H 0.6623 3.6486 -1.5203
H -0.3173 3.5731 -0.0494
H -0.5512 4.8969 -1.2078
H -0.4600 3.3928 -3.8173
H -1.6471 4.5906 -3.3109
H -2.1899 3.0270 -3.9118
H -2.9298 3.0671 -0.2755
H -3.5948 3.0333 -1.9104
H -2.8613 4.5144 -1.2969
H -1.9880 0.0420 -4.4501
H -0.4629 -0.0846 -5.3232
H -1.1040 1.4985 -4.9155
H -0.9297 -1.6603 -2.9115
H 0.6090 -1.3310 -2.1270
H 0.5451 -1.5540 -3.8776
H 1.1221 2.0978 -3.6236
H 1.6836 0.5714 -4.3102
H 1.8297 0.8687 -2.5767
C -2.6039 4.0885 2.8863
C -3.0263 2.6175 2.7814
C -4.4936 2.5276 2.3389
C -2.8647 1.9390 4.1481
C -2.1762 1.9199 1.8035
C -1.4548 1.3081 1.0435
H -3.2315 4.6077 3.6162
H -2.7023 4.5908 1.9227
H -1.5626 4.1652 3.2030
H -5.1418 3.0164 3.0721
H -4.7962 1.4840 2.2406
H -4.6363 3.0148 1.3726
H -3.4806 2.4485 4.8949
H -1.8225 1.9682 4.4705
H -3.1720 0.8933 4.0931
```

- Expectation value of S²: 6.0346
- Energy above the lowest of the compared OMol25 structures with the same formula, charge and spin: 0.0 kcal per mole
- Net charge: -1
- Frontier orbital gap (alpha / beta): 6.7 / 4.9 eV
- Electronic energy: -241513.96059 eV
- Spin multiplicity: 5


[4]
This record from the Open Molecules 2025 dataset describes C43H33N7O4SSeV as an isolated structure. The level of theory is ωB97M-V/def2-TZVPD.

```
90
Properties=species:S:1:pos:R:3
V -16.4542 -4.9456 6.5094
C -22.6413 -4.6675 2.4865
C -21.4937 -5.3427 3.1990
C -20.8216 -6.4191 2.6166
C -19.7096 -6.9926 3.2121
C -19.3054 -6.5511 4.4740
C -19.9689 -5.5259 5.1373
C -21.0482 -4.9359 4.4877
S -17.7983 -7.1999 5.2333
O -17.7752 -8.6425 5.0792
O -16.6283 -6.4298 4.7340
N -17.6766 -6.6348 6.7964
C -18.3963 -7.2910 7.8362
C -19.7248 -7.7240 7.7535
C -20.3394 -8.3264 8.8315
C -19.6390 -8.6157 9.9948
C -18.2932 -8.3090 10.1460
C -17.5682 -8.4576 11.3710
C -16.3120 -7.9273 11.3823
C -15.7433 -7.3060 10.2421
N -16.3689 -7.1475 9.0971
C -17.6168 -7.6291 9.0265
H -22.4752 -3.5718 2.2973
H -23.5809 -4.6909 3.0647
H -22.8530 -5.1570 1.5629
H -21.1685 -6.8351 1.6552
H -19.2072 -7.8283 2.7359
H -19.6867 -5.2272 6.1501
H -21.4775 -4.0676 4.9841
H -20.2890 -7.6201 6.8194
H -21.4099 -8.6180 8.7617
H -20.1217 -9.1612 10.8084
H -18.0409 -9.0388 12.1899
H -15.6433 -7.9735 12.2536
H -14.6876 -6.9413 10.3727
Se -10.4584 -0.7455 4.2218
N -10.7559 -1.9178 5.7121
C -11.9617 -2.4320 5.5276
C -12.5375 -3.4205 6.4346
C -11.8678 -3.9105 7.5637
C -12.5602 -4.7831 8.4111
C -13.8418 -5.2187 8.0512
N -14.4576 -4.8015 6.9574
C -13.8927 -3.8558 6.1942
C -14.6743 -3.4120 5.0042
N -15.8975 -3.9352 4.8041
C -16.5890 -3.6055 3.7062
C -16.1164 -2.6604 2.8237
C -14.8793 -2.0275 3.0326
C -14.0744 -2.4694 4.1054
C -12.6960 -2.0330 4.2934
N -12.1344 -1.2443 3.4218
H -10.8062 -3.7132 7.7110
H -12.1282 -5.2857 9.2685
H -14.3419 -5.9826 8.6499
H -17.4946 -4.1795 3.4443
H -16.6869 -2.5070 1.9030
H -14.4712 -1.2555 2.3946
C -15.8053 1.2985 4.9789
C -16.8064 1.3428 6.1231
C -18.1262 1.7041 5.8468
C -19.1551 1.5693 6.7403
C -18.8852 0.9838 7.9769
C -17.5533 0.6134 8.2771
N -17.3145 0.0850 9.5893
C -16.7092 -0.9811 10.1499
C -16.1564 -0.8277 11.4510
C -15.6028 -1.9071 12.0736
C -15.6376 -3.1724 11.4538
C -16.1637 -3.3434 10.2022
C -16.7587 -2.2447 9.5794
C -17.5940 -2.5798 8.3643
O -18.6587 -2.0753 8.0591
O -16.9876 -3.5222 7.6861
C -16.4866 0.8076 7.3964
C -15.0415 0.6422 7.8511
H -16.2939 0.7463 4.1447
H -14.8919 0.7566 5.2778
H -15.5357 2.3353 4.6453
H -18.3199 2.1775 4.8693
H -20.1810 1.8879 6.4965
H -19.6887 0.8626 8.7004
H -17.5986 0.7120 10.3252
H -16.2308 0.1392 11.9526
H -15.1111 -1.7661 13.0534
H -15.1905 -4.0338 11.9610
H -16.1514 -4.3173 9.6690
H -15.0384 0.6633 8.9473
H -14.4273 1.4986 7.5174
H -14.5331 -0.2881 7.5278
```

- Expectation value of S²: 0.8510
- Net charge: +2
- Frontier orbital gap (alpha / beta): 3.7 / 3.4 eV
- Electronic energy: -165601.37017 eV
- Spin multiplicity: 2


[5]
This record from the Open Molecules 2025 dataset describes one molecule with the formula C6H9N. The level of theory is ωB97M-V/def2-TZVPD.

```
16
Properties=species:S:1:pos:R:3
C 3.3726 0.4142 0.2323
C 2.0059 -0.0341 -0.0322
C 0.8936 -0.4283 -0.2737
C -0.4349 -0.9352 -0.6311
N -1.4321 -0.4880 0.2982
C -2.7760 -0.1964 -0.0398
C -1.8273 0.8373 0.6306
H 3.8036 0.8867 -0.6565
H 4.0095 -0.4325 0.5082
H 3.3995 1.1403 1.0503
H -0.6549 -0.6822 -1.6827
H -0.4430 -2.0279 -0.5445
H -3.5906 -0.6391 0.5280
H -3.0007 -0.1832 -1.1305
H -1.7059 1.7472 0.0447
H -1.6191 1.0213 1.6988
```

- SMILES: CC#CCN1CC1
- Energy above the lowest of the compared OMol25 structures with the same formula, charge and spin: 87.3 kcal per mole
- Net charge: 0
- Frontier orbital gap: 9.9 eV
- Electronic energy: -7854.37392 eV


[6]
This record from the Open Molecules 2025 dataset describes C15H23N2STc as an isolated structure. The level of theory is ωB97M-V/def2-TZVPD.

```
42
Properties=species:S:1:pos:R:3
C 1.7696 -1.2376 -1.3701
C 2.3318 -2.3456 -0.4945
C 1.1514 -1.8142 -2.6389
C 2.8885 -0.2696 -1.7207
H 1.9599 -1.9068 -3.3723
H 0.3891 -1.1627 -3.0862
H 0.7098 -2.7997 -2.4860
H 2.9732 -2.9474 -1.1479
H 1.5870 -3.0089 -0.0544
H 2.9487 -1.9435 0.3145
H 3.7708 -0.8815 -1.9339
H 3.1470 0.4054 -0.8996
H 2.6682 0.3228 -2.6121
C -2.2857 -0.7511 0.8041
C -1.9605 -1.3721 -0.4021
C -0.8077 -2.2490 -0.1682
H -2.5913 -1.4516 -1.2701
C -0.4840 -2.1222 1.2141
C -1.3499 -1.1764 1.8222
H -1.4048 -1.0221 2.8890
H -3.0985 -0.0704 0.9384
H -0.6015 -3.1227 -0.7647
H 0.2576 -2.6803 1.7455
C 0.0030 2.5665 -0.0523
C -1.3193 2.1529 -0.4466
C -1.2188 1.3541 -1.5900
H -2.2415 2.4138 0.0294
C 0.1906 1.2603 -1.9799
C 0.9104 2.0398 -0.9926
H 1.9470 2.3036 -1.0548
H 0.2890 3.2633 0.7170
H -2.0303 1.0813 -2.2386
H 0.5193 1.1045 -2.9836
Tc 0.0221 -0.3043 -0.7069
N -2.5861 2.1588 2.9174
C -1.2764 1.8601 2.9217
N -0.5011 2.2439 3.9338
S -0.1655 0.8812 1.7615
H -2.9764 2.6597 3.7060
H -3.2064 1.8842 2.1729
H 0.4679 1.9477 3.8225
H -0.7961 2.7360 4.7568
```

- Expectation value of S²: 3.8607
- Net charge: +1
- Frontier orbital gap (alpha / beta): 6.4 / 6.1 eV
- Electronic energy: -31930.29718 eV
- Spin multiplicity: 4


Q: Which strongest force on any atom values were calculated for the entries above? A: 6.10 1.50 0.40 6.87 1.22 3.34, in eV Å⁻¹.